This record from the Open Molecules 2025 dataset describes a structure of composition C53H55Cl2HfN5S at a distorted geometry. The level of theory is wB97M-V/def2-TZVPD.

Cartesian coordinates (Å):
Hf: -0.0700 -0.2434 -0.0196
C: 1.4794 2.1295 5.5430
C: 1.3331 3.1741 4.4385
C: 0.5028 2.6525 3.3149
C: -0.8360 2.8166 3.1113
C: -1.8441 3.4972 3.9769
C: -2.7349 2.4826 4.7034
C: -1.1424 2.1586 1.8622
N: -0.0253 1.5794 1.3388
C: 0.9880 1.8476 2.2135
C: 2.2856 1.3690 2.0795
C: 2.7895 0.6799 0.9845
C: 4.1563 0.2346 0.8395
C: 5.1806 0.2843 1.9228
C: 5.8884 1.6384 1.9646
C: 4.2777 -0.2397 -0.4351
C: 2.9748 -0.1037 -1.0487
C: 2.6880 -0.3934 -2.3751
C: 1.4467 -0.3193 -2.9929
N: 0.2817 -0.0087 -2.3656
C: -0.6902 -0.1057 -3.3130
C: -2.0292 0.1733 -3.0915
C: -2.5670 0.7105 -1.9330
N: -1.8671 0.9718 -0.7934
C: -2.7259 1.6369 0.0279
C: -2.3936 2.1673 1.2656
C: -4.0219 1.7863 -0.5955
C: -3.9227 1.1985 -1.8220
C: -4.9250 1.2061 -2.9260
C: -4.7600 2.4875 -3.7480
C: -5.1971 2.4971 -0.0032
C: -5.9769 1.6392 0.9972
C: -0.1250 -0.4808 -4.5926
C: 1.2165 -0.6062 -4.3927
C: 2.2741 -0.9939 -5.3721
C: 2.5839 -2.4914 -5.2849
C: -0.8791 -0.6305 -5.8732
C: -1.1129 0.7256 -6.5475
N: 2.0804 0.4162 -0.1550
C: 5.4893 -0.8067 -1.0994
C: 6.3306 0.2944 -1.7478
H: 2.0924 2.5175 6.3537
H: 1.9441 1.2245 5.1586
H: 0.4997 1.8629 5.9317
H: 2.3185 3.4663 4.0677
H: 0.8556 4.0646 4.8532
H: -2.4705 4.1639 3.3759
H: -1.3232 4.1058 4.7177
H: -3.3633 1.9343 4.0050
H: -3.3878 2.9873 5.4131
H: -2.1236 1.7620 5.2409
H: 2.9697 1.5656 2.8916
H: 5.9168 -0.5023 1.7511
H: 4.6993 0.0882 2.8845
H: 6.4168 1.8180 1.0318
H: 6.6064 1.6681 2.7800
H: 5.1647 2.4368 2.1046
H: 3.5104 -0.7238 -2.9913
H: -2.7032 0.0218 -3.9191
H: -3.1870 2.6602 1.8075
H: -5.9319 1.1527 -2.5095
H: -4.7852 0.3308 -3.5614
H: -4.9091 3.3570 -3.1111
H: -5.4824 2.5235 -4.5588
H: -3.7572 2.5338 -4.1687
H: -5.8768 2.7988 -0.8027
H: -4.8525 3.4064 0.4977
H: -6.3726 0.7456 0.5192
H: -6.8121 2.2099 1.3959
H: -5.3435 1.3328 1.8248
H: 3.1785 -0.4175 -5.1670
H: 1.9513 -0.7476 -6.3852
H: 2.8681 -2.7591 -4.2703
H: 3.3928 -2.7553 -5.9637
H: 1.7034 -3.0741 -5.5456
H: -1.8413 -1.1154 -5.6875
H: -0.3080 -1.2642 -6.5551
H: -1.6667 1.3951 -5.8935
H: -1.6739 0.5972 -7.4713
H: -0.1603 1.1962 -6.7818
H: 5.1999 -1.5290 -1.8637
H: 6.0948 -1.3354 -0.3610
H: 5.7316 0.8601 -2.4599
H: 7.1853 -0.1330 -2.2677
H: 6.7007 0.9778 -0.9876
Cl: 2.1290 -2.2104 1.2656
C: 2.1875 -2.1441 2.9995
C: 3.3046 -2.5779 3.6819
C: 3.3173 -2.5349 5.0682
C: 2.1955 -2.0948 5.7602
C: 1.0855 -1.6672 5.0600
Cl: -0.3090 -1.1387 5.9200
C: 1.0525 -1.6440 3.6528
S: -0.3048 -1.0597 2.7775
H: 4.1458 -2.9538 3.1231
H: 4.1939 -2.8524 5.6120
H: 2.1850 -2.0812 6.8413
C: -4.2882 -1.5098 1.9298
C: -4.6683 -2.5833 1.1384
C: -3.7832 -3.0413 0.1849
C: -2.5339 -2.4304 0.0290
N: -2.2371 -1.3132 0.7158
C: -3.0839 -0.8914 1.6506
C: -1.4482 -3.0080 -0.7788
C: -1.6156 -4.2550 -1.3920
C: -0.5718 -4.8583 -2.0599
C: 0.6579 -4.2261 -2.1079
C: 0.8289 -3.0078 -1.4741
C: -0.1981 -2.3405 -0.7912
H: -4.9178 -1.1545 2.7295
H: -5.6249 -3.0687 1.2762
H: -4.0538 -3.8834 -0.4275
H: -2.7662 -0.0338 2.2292
H: -2.5572 -4.7806 -1.3493
H: -0.7056 -5.8316 -2.5066
H: 1.4873 -4.6840 -2.6275
H: 1.8235 -2.5750 -1.5058

Its electronic energy is -3693.20172 Ha. The HOMO energy comes out at -6.70 eV. The molar mass is 1043.5 g mol⁻¹. The value obtained for the HOMO-LUMO gap is 5.7 eV.